# 1
C8H8O3 | wB97M-V/def2-TZVPD

For the max |F|, the calculation gives 0.1716 hartree/bohr. Its molecular weight is 152.149 u. For the relative energy (zero: lowest compared OMol25 entry of this formula, charge and spin), the calculation gives 129.8 kcal/mol. As for the orbital gap: 9.255 eV. For the HOMO energy, the calculation gives -8.84 eV.

```
! RIJCOSX wB97M-V def2-TZVPD def2/J DEFGRID3
* xyz 0 1
C 2.494 -1.064 -1.904
C 1.175 -0.379 -1.541
C -0.077 0.035 0.317
C -1.117 0.578 -0.227
C -2.293 0.982 0.384
C -2.351 0.832 1.762
C -1.371 0.266 2.420
C -0.165 -0.238 1.682
H 3.546 0.420 -1.225
H 0.484 -1.041 -2.364
H 1.119 0.520 -1.844
H -0.998 0.676 -1.147
H -3.254 1.245 -0.260
H -3.518 0.983 2.210
H -1.606 0.146 3.517
H 0.736 -0.951 2.383
O 3.575 -0.412 -1.588
O 2.637 -2.158 -2.433
O 0.984 -0.442 -0.141
*
```

Partial charges, natural (NBO), in e: 0.759 -0.167 0.253 -0.310 -0.170 -0.244 -0.231 -0.195 0.490 0.206 0.170 0.193 0.226 0.211 0.229 0.230 -0.655 -0.548 -0.445


# 2
C2H8NO2P | wB97M-V/def2-TZVPD

For the max |F|, the calculation gives 0.0679 hartree/bohr. Its molecular weight is 109.065 u. For the relative energy (zero: lowest compared OMol25 entry of this formula, charge and spin), the calculation gives 14.2 kcal/mol. As for the orbital gap (alpha / beta): 10.959 / 6.495 eV. For the HOMO energy (alpha / beta), the calculation gives -10.18 / -10.06 eV. As for the expectation value of S²: 2.01.

```
! RIJCOSX wB97M-V def2-TZVPD def2/J DEFGRID3
* xyz 0 3
C -1.044 0.767 0.588
C -0.544 -1.367 -1.326
N 2.289 1.167 1.158
O 0.777 -1.289 1.250
O 1.420 0.107 -0.664
P 0.225 -0.480 0.138
H -0.751 1.354 1.389
H -1.386 1.227 -0.302
H -1.869 0.140 0.955
H -0.704 -0.576 -2.074
H 0.423 -1.754 -1.559
H -1.298 -1.965 -0.875
H 2.840 1.558 0.427
H 2.333 0.141 1.343
*
```

Partial charges, natural (NBO), in e: -0.994 -0.960 -0.611 -1.046 -0.637 2.083 0.259 0.239 0.241 0.246 0.251 0.252 0.320 0.356


# 3
C17H41Cl4NO6 | wB97M-V/def2-TZVPD

For the max |F|, the calculation gives 0.1753 hartree/bohr. Its molecular weight is 497.328 u. For the relative energy (zero: lowest compared OMol25 entry of this formula, charge and spin), the calculation gives 501.3 kcal/mol. As for the orbital gap: 7.348 eV. For the HOMO energy, the calculation gives -7.29 eV.

```
! RIJCOSX wB97M-V def2-TZVPD def2/J DEFGRID3
* xyz 0 1
N 0.509 2.618 3.010
C 1.422 1.641 3.361
C 2.261 1.494 2.269
C 1.910 2.368 1.312
C 0.744 3.025 1.705
H -0.381 2.788 3.455
H 1.269 1.135 4.302
H 3.084 0.800 2.177
H 2.428 2.316 0.365
H 0.088 3.736 1.224
C 0.267 -0.803 2.956
Cl -0.657 -2.027 2.113
Cl -0.660 0.681 2.950
Cl 0.518 -1.420 4.577
Cl 1.760 -0.622 2.007
C 0.538 -3.075 -1.304
C -1.009 -2.948 -1.556
O -1.438 -3.859 -2.624
H 0.783 -3.897 -0.632
H 0.887 -2.197 -0.761
H 1.093 -3.235 -2.228
H -1.199 -1.982 -2.024
H -1.630 -2.881 -0.662
H -2.387 -3.771 -2.738
C -1.309 3.260 0.224
C -1.842 1.953 0.778
O -2.219 1.217 -0.316
H -2.131 3.855 -0.174
H -0.530 3.012 -0.498
H -0.821 3.749 1.067
H -2.628 2.112 1.517
H -1.001 1.443 1.248
H -1.457 0.863 -0.781
C 2.339 -2.467 0.935
C 3.513 -2.435 -0.048
O 3.088 -2.501 -1.432
H 1.517 -1.856 0.560
H 2.455 -2.184 1.981
H 1.907 -3.466 0.872
H 4.092 -3.320 0.216
H 4.048 -1.488 0.025
H 2.334 -1.930 -1.598
C -2.663 -1.016 1.466
C -3.833 -1.268 0.566
O -4.834 -0.348 0.938
H -2.381 0.035 1.416
H -1.855 -1.724 1.283
H -3.005 -1.047 2.500
H -4.227 -2.284 0.533
H -3.552 -1.072 -0.469
H -4.530 0.559 0.849
C -0.031 -0.444 -0.012
C 0.436 0.878 -0.472
O -0.376 1.300 -1.510
H 0.017 -1.222 -0.774
H -1.049 -0.303 0.350
H 0.617 -0.870 0.754
H 1.352 0.571 -0.976
H 0.500 1.692 0.250
H -0.024 0.909 -2.314
C 0.861 2.644 -3.692
C 1.316 1.265 -3.350
O 0.204 0.385 -3.224
H 0.195 3.142 -2.987
H 0.195 2.579 -4.553
H 1.630 3.402 -3.838
H 1.911 1.371 -2.442
H 1.940 0.827 -4.129
H -0.368 0.339 -3.993
*
```

Partial charges, natural (NBO), in e: -0.522 -0.150 -0.265 -0.331 -0.047 0.409 0.228 0.218 0.221 0.211 -0.209 0.110 0.087 0.066 0.147 -0.646 -0.078 -0.731 0.218 0.201 0.236 0.156 0.169 0.468 -0.576 -0.157 -0.787 0.209 0.227 0.142 0.166 0.199 0.493 -0.674 -0.065 -0.731 0.197 0.228 0.210 0.194 0.154 0.468 -0.641 -0.061 -0.741 0.237 0.152 0.200 0.169 0.155 0.472 -0.736 -0.175 -0.770 0.221 0.268 0.180 0.143 0.252 0.441 -0.654 -0.101 -0.666 0.244 0.199 0.231 0.213 0.196 0.511


# 4
C2H8S3 | wB97M-V/def2-TZVPD

For the max |F|, the calculation gives 0.0429 hartree/bohr. Its molecular weight is 128.287 u. For the relative energy (zero: lowest compared OMol25 entry of this formula, charge and spin), the calculation gives 17.7 kcal/mol. As for the orbital gap: 8.972 eV. For the HOMO energy, the calculation gives -8.89 eV.

```
! RIJCOSX wB97M-V def2-TZVPD def2/J DEFGRID3
* xyz 0 1
S -0.457 -1.493 -2.751
S -2.336 -1.841 -1.747
H 0.114 -1.214 -1.575
H -2.628 -0.466 -1.753
C 1.307 1.124 0.919
C -0.167 0.705 0.805
S -0.391 -1.039 1.256
H 1.463 1.467 1.947
H 1.995 0.267 0.948
H 1.627 1.799 0.117
H -0.559 0.642 -0.209
H -0.751 1.465 1.333
H 0.782 -1.415 0.712
*
```

Partial charges, natural (NBO), in e: -0.135 -0.131 0.120 0.140 -0.626 -0.528 -0.032 0.219 0.207 0.221 0.203 0.231 0.111


# 5
C7H12NO3 | wB97M-V/def2-TZVPD

For the max |F|, the calculation gives 0.0988 hartree/bohr. Its molecular weight is 158.177 u. For the relative energy (zero: lowest compared OMol25 entry of this formula, charge and spin), the calculation gives 119.3 kcal/mol. As for the orbital gap (alpha / beta): 8.716 / 7.872 eV. For the HOMO energy (alpha / beta), the calculation gives -11.99 / -11.66 eV.

```
! RIJCOSX wB97M-V def2-TZVPD def2/J DEFGRID3
* xyz 1 1
C 2.755 -0.560 2.470
C 3.060 -0.799 1.166
C 1.693 0.348 2.422
C 2.299 -0.049 0.337
C -2.197 -0.459 -3.199
C -1.781 -0.658 1.059
C -1.153 0.223 -1.077
N -0.676 1.462 -0.457
O 1.449 0.668 1.102
O -1.628 0.518 -2.320
O -1.763 -0.621 -0.218
H 3.167 -0.875 3.445
H 3.697 -1.650 0.869
H 0.928 0.717 3.028
H -2.644 0.162 -3.964
H -2.973 -1.109 -2.817
H -1.349 -1.103 -3.601
H -2.514 -1.360 1.503
H 2.187 -0.043 -0.705
H -1.049 0.006 1.613
H -0.272 2.216 -1.051
H -1.473 1.833 0.175
H 0.238 1.134 0.222
*
```

Partial charges, natural (NBO), in e: -0.264 -0.279 0.087 0.070 -0.261 -0.088 0.594 -0.811 -0.472 -0.504 -0.399 0.266 0.255 0.209 0.220 0.204 0.199 0.221 0.213 0.148 0.471 0.429 0.494